Entry A
ORCA calculation (ωB97M-V/def2-TZVPD) on an isolated ion of composition C2H4O3P and charge -1.

Structure (ORCA input):
```
! wB97M-V def2-TZVPD RIJCOSX def2/J DEFGRID3
* xyz -1 1
C 0.739 0.522 0.438
C 0.365 -0.606 -0.643
O -1.976 -1.279 0.810
O -0.058 1.616 0.020
O -1.376 1.135 -0.151
P -1.565 -0.607 -0.454
H 0.451 0.147 1.553
H 1.786 0.815 0.255
H 0.639 -0.249 -1.561
H 0.995 -1.495 -0.267
*
```

Values from the calculation:
* lowest unoccupied orbital energy: 4.34 eV
* E_HOMO: -2.928 eV
* structure (SMILES): [O-]P1CCOO1
* HOMO-LUMO gap: 0.267 hartree

---

Entry B
ORCA calculation (ωB97M-V/def2-TZVPD) on an isolated ion of composition C2H4O3P and charge -1.

Structure (ORCA input):
```
! wB97M-V def2-TZVPD RIJCOSX def2/J DEFGRID3
* xyz -1 1
C 0.565 0.531 -0.069
C 0.722 -0.615 0.924
O -1.451 -1.240 -1.097
O 1.285 1.484 -0.026
O -1.980 1.290 -0.182
P -1.113 0.412 -0.941
H 1.508 -1.270 0.575
H -0.166 -1.317 0.988
H 1.265 -0.358 1.844
H -0.635 1.082 -2.015
*
```

Values from the calculation:
* lowest unoccupied orbital energy: 4.20 eV
* E_HOMO: -4.305 eV
* structure (SMILES): CC(=O)[P@@H](=O)[O-]
* HOMO-LUMO gap: 0.312 hartree

---

Entry C
ORCA calculation (ωB97M-V/def2-TZVPD) on an isolated ion of composition C2H4O3P and charge -1.

Structure (ORCA input):
```
! wB97M-V def2-TZVPD RIJCOSX def2/J DEFGRID3
* xyz -1 1
C -0.330 -0.458 0.946
C 0.508 0.179 -0.066
O -1.614 0.831 3.454
O -2.392 2.577 1.596
O -1.577 0.176 1.075
P -1.538 1.476 2.103
H -0.525 -1.493 0.551
H 0.167 -0.669 1.882
H 1.230 -0.535 -0.476
H -0.038 0.751 -0.702
*
```

Values from the calculation:
* lowest unoccupied orbital energy (alpha / beta): 3.72 / 3.99 eV
* E_HOMO (alpha / beta): -2.406 / -4.752 eV
* HOMO-LUMO gap (alpha / beta): 0.225 / 0.321 hartree

---

Most stable one: entry B, least stable one: entry A.

---

Entry A
ORCA calculation (ωB97M-V/def2-TZVPD) on a 2-piece molecular cluster, CH3NO4 overall.

Structure (ORCA input):
```
! wB97M-V def2-TZVPD RIJCOSX def2/J DEFGRID3
* xyz 0 1
C -0.343 0.946 -1.117
N 0.218 -0.571 1.321
O 0.709 -1.473 0.434
O 0.764 -0.535 2.365
O -0.237 -0.124 -1.661
O -0.709 0.092 0.941
H 0.537 1.493 -0.736
H -1.291 1.495 -1.069
H 0.352 -1.323 -0.478
*
```

Values from the calculation:
* lowest unoccupied orbital energy: 0.00 eV
* E_HOMO: -10.775 eV
* structure (SMILES): O=[N+]([O-])O.C=O
* HOMO-LUMO gap: 0.396 hartree

---

Entry B
ORCA calculation (ωB97M-V/def2-TZVPD) on a 2-piece molecular cluster, CH3NO4 overall.

Structure (ORCA input):
```
! wB97M-V def2-TZVPD RIJCOSX def2/J DEFGRID3
* xyz 0 1
C 1.597 -0.034 -0.029
N -2.312 0.389 0.054
O -1.825 1.336 -0.410
O -3.307 -0.082 0.414
O 0.553 -0.785 -0.615
O -0.303 -1.292 0.265
H 1.201 0.776 0.590
H 2.168 0.367 -0.865
H 2.228 -0.675 0.597
*
```

Values from the calculation:
* lowest unoccupied orbital energy (alpha / beta): -0.42 / -0.81 eV
* E_HOMO (alpha / beta): -10.696 / -9.317 eV
* HOMO-LUMO gap (alpha / beta): 0.378 / 0.313 hartree

---

Most stable one: entry A, least stable one: entry B.

---

Entry A
ORCA calculation (ωB97M-V/def2-TZVPD) on the molecule CH3NO4.

Structure (ORCA input):
```
! wB97M-V def2-TZVPD RIJCOSX def2/J DEFGRID3
* xyz 0 1
C -0.163 0.248 -0.230
N -1.611 0.018 0.018
O -2.348 0.891 -0.361
O -2.052 -0.997 0.465
O 0.613 -0.914 -0.072
O 0.100 1.253 0.626
H -0.090 0.515 -1.409
H 0.786 -1.088 0.836
H 0.362 2.104 0.163
*
```

Values from the calculation:
* lowest unoccupied orbital energy: 0.01 eV
* E_HOMO: -11.019 eV
* structure (SMILES): O=[N+]([O-])C(O)O
* HOMO-LUMO gap: 0.405 hartree

---

Entry B
ORCA calculation (ωB97M-V/def2-TZVPD) on a 2-piece molecular cluster, CH3NO4 overall.

Structure (ORCA input):
```
! wB97M-V def2-TZVPD RIJCOSX def2/J DEFGRID3
* xyz 0 1
C -0.670 0.219 -0.312
N 1.896 0.204 -0.058
O 2.727 1.010 0.138
O 2.343 -1.089 -0.114
O -1.246 1.316 0.010
O -0.565 -0.762 0.328
H -0.190 0.079 -1.325
H -1.687 1.259 0.841
H 1.708 -1.804 -0.274
*
```

Values from the calculation:
* lowest unoccupied orbital energy: 0.38 eV
* E_HOMO: -10.222 eV
* structure (SMILES): O=CO.O=NO
* HOMO-LUMO gap: 0.390 hartree

---

Entry C
ORCA calculation (ωB97M-V/def2-TZVPD) on the molecule CH3NO4.

Structure (ORCA input):
```
! wB97M-V def2-TZVPD RIJCOSX def2/J DEFGRID3
* xyz 0 1
C 0.132 -0.395 -0.428
N 0.523 0.538 0.702
O 1.457 0.117 1.314
O 0.060 1.670 0.642
O -0.746 0.190 -1.283
O -0.492 -1.448 0.297
H 1.191 -0.751 -0.861
H -0.725 1.139 -0.864
H -1.403 -1.060 0.481
*
```

Values from the calculation:
* lowest unoccupied orbital energy: -0.57 eV
* E_HOMO: -11.431 eV
* structure (SMILES): O=[N+]([O-])C(O)O
* HOMO-LUMO gap: 0.399 hartree

---

Most stable one: entry B, least stable one: entry C.

---

Entry A
ORCA calculation (ωB97M-V/def2-TZVPD) on C19H28NO2P2Ti as an isolated structure.

Structure (ORCA input):
```
! wB97M-V def2-TZVPD RIJCOSX def2/J DEFGRID3
* xyz 1 3
Ti 0.709 1.221 1.221
P -2.175 -0.358 0.079
C -1.971 1.317 -0.689
C -0.723 1.660 -1.491
N 0.480 1.496 -0.905
C 1.612 1.523 -1.652
C 1.601 2.079 -2.918
C 0.381 2.439 -3.486
C -0.790 2.183 -2.775
C 2.868 0.933 -1.042
P 2.486 -0.247 0.329
H -1.771 2.382 -3.202
H 2.547 2.211 -3.444
H 0.352 2.906 -4.468
H 3.428 0.325 -1.770
H 3.542 1.718 -0.664
H -2.772 1.344 -1.316
H -2.154 2.093 0.072
H -1.113 -3.904 -3.628
O -1.409 -3.037 -3.652
H -2.167 -3.031 -4.260
H -1.851 -2.785 2.836
O -1.195 -3.304 1.336
H -1.010 -4.132 1.820
C 1.977 -1.709 -0.619
H 2.838 -2.150 -1.140
H 1.543 -2.447 0.069
H 1.215 -1.448 -1.366
C 3.992 -0.693 1.215
H 3.862 -1.694 1.649
H 4.871 -0.694 0.558
H 4.163 0.015 2.036
C -3.951 -0.403 0.404
H -4.434 -0.965 -0.403
H -4.158 -0.891 1.363
H -4.345 0.622 0.429
C -1.849 -1.569 -1.185
H -1.400 -2.468 -0.751
H -2.803 -1.848 -1.648
H -1.192 -1.175 -1.962
C -1.403 -2.235 2.065
C -1.366 -0.919 1.623
C -0.666 0.155 2.400
C -1.107 1.513 2.303
C -0.251 2.584 2.649
C 1.070 2.322 3.068
C 1.466 0.990 3.311
C 0.586 -0.080 3.039
H -2.124 1.711 1.981
H -0.599 3.610 2.505
H 1.780 3.138 3.214
H 2.486 0.800 3.636
H 0.897 -1.104 3.228
*
```

Values from the calculation:
* lowest unoccupied orbital energy (alpha / beta): -3.00 / -2.96 eV
* E_HOMO (alpha / beta): -8.059 / -8.218 eV
* HOMO-LUMO gap (alpha / beta): 0.186 / 0.193 hartree

---

Entry B
ORCA calculation (ωB97M-V/def2-TZVPD) on C19H28NO2P2Ti as an isolated structure.

Structure (ORCA input):
```
! wB97M-V def2-TZVPD RIJCOSX def2/J DEFGRID3
* xyz 1 3
Ti 0.912 -0.179 0.770
P 1.093 -1.671 -1.005
C 0.398 -3.193 -0.203
C -0.437 -2.894 1.009
N -0.457 -1.635 1.494
C -1.368 -1.282 2.427
C -2.121 -2.248 3.078
C -1.984 -3.582 2.704
C -1.173 -3.897 1.622
C -1.573 0.176 2.708
P -0.964 1.221 1.322
H -1.089 -4.906 1.215
H -2.828 -1.928 3.840
H -2.535 -4.363 3.220
H -2.644 0.401 2.810
H -1.080 0.482 3.647
H -0.159 -3.690 -0.910
H 1.235 -3.856 0.083
H -4.671 -2.198 -4.268
O -3.858 -2.597 -4.093
H -4.081 -3.516 -3.865
H 0.348 3.132 -2.966
O -1.062 1.997 -2.901
H -1.309 2.574 -3.653
C -2.405 1.328 0.229
H -3.299 1.604 0.807
H -2.204 2.080 -0.544
H -2.578 0.367 -0.272
C -0.826 2.841 2.094
H -1.092 3.602 1.353
H -1.490 2.902 2.965
H 0.209 3.001 2.412
C 2.726 -2.255 -1.511
H 2.626 -3.076 -2.232
H 3.251 -1.407 -1.966
H 3.283 -2.593 -0.629
C 0.176 -1.513 -2.552
H -0.030 -0.448 -2.708
H 0.803 -1.888 -3.372
H -0.775 -2.062 -2.520
C 0.094 2.294 -2.334
C 0.628 1.626 -1.272
C 1.670 2.188 -0.436
C 2.706 1.351 0.091
C 3.877 1.960 0.624
C 3.872 3.326 0.871
C 2.735 4.113 0.596
C 1.665 3.564 -0.094
H 2.718 0.261 -0.207
H 4.775 1.347 0.791
H 4.766 3.814 1.269
H 2.726 5.171 0.868
H 0.802 4.156 -0.404
*
```

Values from the calculation:
* lowest unoccupied orbital energy (alpha / beta): -3.07 / -3.11 eV
* E_HOMO (alpha / beta): -9.486 / -9.504 eV
* HOMO-LUMO gap (alpha / beta): 0.236 / 0.235 hartree

---

Most stable one: entry B, least stable one: entry A.